Molecular formula: C12H28O4Si
Method: DFT, ωB97M-V with the def2-TZVPD basis set

Calculated values
LUMO level   0.995 eV
Structure (SMILES)   CCCO[Si](OCCC)(OCCC)OCCC
Energy relative to the best compared isomer or geometry (same formula, charge and spin)   20.2 kcal/mol
Calculated total energy   -1064.59162 Eh
Strongest force on any atom   0.064 hartree/bohr
Orbital gap   11.19 eV

Structure (XYZ):
```
45
Properties=species:S:1:pos:R:3:lowdin_charge:R:1
O -0.461 0.428 -1.436 -0.112
O -2.167 -0.476 0.424 -0.125
O 0.127 -1.942 -0.084 -0.134
O 0.238 0.552 1.116 -0.202
C 1.465 2.990 -1.919 -0.111
C -1.980 1.028 2.971 -0.112
C -0.630 -4.509 -2.736 -0.130
C 3.888 1.619 1.151 -0.130
C -0.715 1.817 -1.331 -0.247
C -2.587 -0.932 1.724 -0.235
C -0.645 -2.793 -0.873 -0.276
C 1.654 0.279 1.134 -0.224
C 0.058 2.618 -2.401 -0.208
C -3.144 0.154 2.639 -0.225
C 0.228 -3.521 -1.988 -0.214
C 2.476 1.473 1.655 -0.245
Si -0.570 -0.380 -0.032 0.240
H 1.910 3.764 -2.596 0.080
H 1.353 3.451 -0.949 0.061
H 2.249 2.244 -1.944 0.062
H -2.284 1.993 3.374 0.074
H -1.365 0.602 3.752 0.081
H -1.361 1.250 2.100 0.051
H -1.434 -4.957 -2.125 0.077
H -1.129 -3.989 -3.498 0.047
H -0.033 -5.361 -3.187 0.093
H 3.948 1.803 0.043 0.067
H 4.519 0.658 1.207 0.106
H 4.360 2.528 1.454 0.055
H -1.801 1.843 -1.428 0.122
H -0.414 2.179 -0.335 0.110
H -3.334 -1.775 1.643 0.134
H -1.739 -1.402 2.166 0.101
H -1.107 -3.559 -0.265 0.116
H -1.424 -2.182 -1.341 0.108
H 1.753 -0.550 1.837 0.124
H 1.966 0.063 0.078 0.127
H 0.154 2.124 -3.399 0.122
H -0.603 3.496 -2.451 0.109
H -3.939 0.684 2.159 0.101
H -3.645 -0.287 3.494 0.110
H 1.069 -4.069 -1.450 0.126
H 0.685 -2.780 -2.622 0.098
H 1.868 2.427 1.525 0.127
H 2.545 1.398 2.746 0.102
```